# 1
{
  "formula": "C35H34Cl4N2O6PPt",
  "method": "the ωB97M-V functional and the def2-TZVPD basis",
  "charge": -1,
  "total_energy_ev": -114740.11051,
  "relative_energy_ev": 2.328,
  "e_lumo_ha": [-0.0316, -0.0308],
  "largest_force_ev_per_a": 2.53,
  "gap_ev": [4.01, 4.03],
  "species": ["Pt", "Cl", "C", "C", "Cl", "C", "Cl", "C", "O", "C", "O", "C", "Cl", "O", "C", "O", "C", "C", "C", "N", "C", "C", "C", "O", "O", "H", "H", "H", "C", "C", "C", "P", "C", "C", "C", "C", "C", "C", "C", "C", "C", "C", "N", "C", "C", "C", "C", "C", "C", "C", "C", "C", "H", "H", "H", "H", "H", "H", "H", "H", "H", "H", "H", "H", "H", "H", "H", "H", "H", "H", "H", "H", "H", "H", "H", "H", "H", "H", "H", "H", "H", "H", "H"],
  "xyz": [[0.42244, -0.06524, -0.35080], [0.25572, 1.94037, 6.44182], [-0.07058, 1.71769, 4.78046], [-0.67637, 2.84741, 4.03594], [-1.03673, 4.27769, 4.89584], [-0.94670, 2.76367, 2.72107], [-1.66869, 4.02430, 1.83039], [-0.60442, 1.54788, 1.98216], [-0.78800, 1.45258, 0.78265], [-0.04594, 0.36094, 2.75499], [0.16637, -0.66606, 2.16034], [0.20976, 0.54540, 4.18774], [0.88032, -0.78335, 5.02584], [7.26229, 0.87591, 0.11226], [6.65867, -0.07726, 0.63519], [7.06180, -1.19390, 1.02485], [5.13594, 0.14192, 0.81799], [4.36273, -0.82692, 1.45441], [2.99561, -0.69691, 1.46588], [2.35766, 0.32517, 0.85357], [3.10077, 1.31078, 0.32172], [4.48689, 1.25356, 0.29906], [2.32014, 2.44799, -0.32131], [2.73544, 3.59440, -0.18314], [1.28108, 2.06108, -0.95676], [4.85804, -1.67916, 1.90195], [2.35921, -1.42603, 1.94995], [5.05708, 2.05718, -0.14459], [-0.74918, -3.76175, -0.77218], [0.76479, -3.55708, -0.79072], [1.36011, -3.71364, 0.61144], [1.14619, -1.88665, -1.42506], [2.95110, -1.80268, -1.75612], [3.22732, -0.55218, -2.60094], [3.55492, -3.04296, -2.41326], [0.33838, -1.78364, -3.00169], [0.47141, -2.70223, -4.04680], [-0.12798, -2.49157, -5.27302], [0.02894, -3.46840, -6.41140], [-0.89965, -1.32702, -5.41040], [-1.08384, -0.43624, -4.37819], [-0.45644, -0.65028, -3.12628], [-0.67223, 0.13712, -2.03988], [-1.36081, 1.37581, -2.16152], [-2.57956, 1.51566, -1.48520], [-3.20330, 0.33155, -0.79308], [-3.22873, 2.74306, -1.49358], [-2.70248, 3.83573, -2.16969], [-3.39582, 5.17440, -2.14952], [-1.52320, 3.66053, -2.87806], [-0.83879, 2.45015, -2.89268], [0.44136, 2.34170, -3.67207], [-0.98982, -4.74853, -0.36912], [-1.17579, -3.68342, -1.77217], [-1.22497, -3.00549, -0.14225], [1.22808, -4.27414, -1.47306], [0.94942, -2.95451, 1.28089], [2.44759, -3.60582, 0.60481], [1.12110, -4.69774, 1.02074], [3.41623, -1.67105, -0.77907], [2.94125, -0.73206, -3.64088], [4.29009, -0.30736, -2.56336], [2.66786, 0.31508, -2.24490], [3.16060, -3.18734, -3.42096], [3.39108, -3.95361, -1.83354], [4.63333, -2.89547, -2.49772], [1.05303, -3.60708, -3.89721], [0.88599, -4.12274, -6.24739], [0.18041, -2.94846, -7.35918], [-0.85497, -4.10242, -6.52449], [-1.38199, -1.12539, -6.36238], [-1.71642, 0.43320, -4.50530], [-3.47952, -0.43514, -1.52082], [-4.09892, 0.63295, -0.24623], [-2.50861, -0.13644, -0.09669], [-4.16339, 2.85098, -0.94939], [-4.15193, 5.21359, -1.36414], [-3.89115, 5.37656, -3.10226], [-2.67923, 5.97877, -1.97485], [-1.09492, 4.50340, -3.41312], [0.99760, 3.27591, -3.59975], [0.23613, 2.13870, -4.72831], [1.07274, 1.54788, -3.28728]],
  "forces_ev_per_a": [[1.4, -0.1, -2.1], [0.0, 0.0, 0.1], [-0.1, 0.3, -0.1], [0.1, -0.2, 0.1], [0.0, 0.0, 0.1], [0.0, 0.0, -0.1], [0.0, 0.0, 0.0], [-0.1, 0.2, 0.0], [0.1, 0.0, 0.4], [-0.1, 0.1, 0.0], [-0.3, -0.2, 0.6], [0.0, -0.1, 0.0], [0.0, 0.0, -0.1], [0.0, -0.2, 0.1], [0.2, 0.0, 0.1], [0.0, 0.2, -0.1], [0.0, 0.0, -0.2], [0.0, 0.0, 0.1], [-0.1, 0.3, 0.0], [-0.3, -0.7, 0.0], [-0.1, -0.1, 0.0], [-0.1, 0.0, 0.2], [-0.3, -0.1, -0.2], [0.1, -0.1, 0.0], [0.2, 0.4, 0.5], [0.0, 0.0, 0.0], [0.0, 0.0, -0.1], [0.0, 0.0, 0.0], [0.0, 0.0, 0.0], [0.0, 0.1, 0.5], [0.1, -0.1, -0.1], [0.1, 0.3, 0.2], [0.0, 0.0, 0.0], [0.0, 0.0, 0.0], [0.0, 0.0, 0.0], [0.2, -0.4, -0.2], [0.0, 0.0, 0.0], [0.0, 0.0, 0.0], [-0.1, 0.0, 0.1], [0.0, 0.0, 0.0], [0.0, 0.1, 0.0], [-0.6, 0.3, 0.0], [-0.4, 0.1, 0.3], [-0.1, -0.1, 0.0], [-0.1, -0.1, -0.1], [0.0, 0.1, 0.0], [0.0, 0.0, 0.1], [0.0, 0.0, 0.0], [0.0, -0.1, 0.0], [0.0, 0.0, 0.0], [0.1, 0.0, 0.1], [0.0, 0.0, -0.1], [0.0, 0.0, 0.0], [0.0, 0.0, 0.0], [0.0, 0.0, 0.0], [0.0, 0.0, 0.0], [0.0, -0.1, 0.0], [0.0, 0.0, 0.0], [0.0, 0.0, 0.0], [0.0, 0.0, 0.0], [0.0, 0.0, 0.0], [0.0, 0.0, 0.0], [0.0, 0.0, 0.0], [0.0, 0.0, 0.0], [0.0, 0.0, 0.0], [0.0, 0.0, 0.0], [0.0, 0.1, 0.0], [0.0, 0.0, 0.0], [0.0, 0.0, 0.0], [0.0, 0.0, 0.0], [0.0, 0.0, 0.0], [0.0, 0.0, -0.1], [0.0, 0.0, 0.0], [0.0, 0.0, 0.0], [0.0, 0.0, 0.0], [0.0, 0.0, 0.0], [0.0, 0.0, 0.0], [0.0, 0.0, 0.0], [0.0, 0.0, 0.0], [0.0, 0.0, 0.0], [0.0, 0.0, 0.0], [0.0, 0.0, 0.0], [0.0, 0.0, 0.0]],
  "lowdin_charge": [1.08, 0.72, -0.67, -0.67, 0.72, -0.61, 0.79, -0.29, 0.00, -0.34, 0.01, -0.62, 0.76, -0.04, -0.69, -0.06, -0.09, -0.01, -0.16, 0.00, -0.18, 0.06, -0.62, 0.04, -0.12, 0.12, 0.08, 0.13, -0.11, -0.53, -0.11, 0.94, -0.50, -0.09, -0.09, -0.31, -0.05, -0.29, -0.07, -0.04, -0.01, -0.32, -0.11, -0.24, -0.22, -0.04, -0.03, -0.28, -0.06, 0.00, -0.20, -0.04, 0.08, 0.07, 0.07, 0.10, 0.05, 0.07, 0.08, 0.08, 0.08, 0.09, 0.04, 0.06, 0.07, 0.09, 0.10, 0.07, 0.07, 0.07, 0.11, 0.11, 0.08, 0.07, 0.05, 0.11, 0.07, 0.08, 0.08, 0.12, 0.09, 0.08, 0.05]
}

=====

# 2
{
  "formula": "C6H15N2PS2",
  "method": "the ωB97M-V functional and the def2-TZVPD basis",
  "total_energy_ev": -40400.51430,
  "relative_energy_ev": 5.541,
  "e_lumo_ha": [0.0122, 0.0122],
  "largest_force_ev_per_a": 3.48,
  "gap_ev": [7.57, 7.57],
  "species": ["C", "C", "C", "C", "C", "C", "N", "N", "P", "S", "S", "H", "H", "H", "H", "H", "H", "H", "H", "H", "H", "H", "H", "H", "H", "H"],
  "xyz": [[1.16538, 0.66567, 0.53505], [0.37939, 0.94588, -0.67394], [2.65922, 1.06474, 0.27080], [-0.68693, 2.01646, -0.62574], [-0.24308, -1.70270, 3.28036], [-2.90653, -0.51342, -2.48934], [1.05156, -0.82960, 0.91139], [-0.57675, -1.01511, -0.95668], [0.70507, -1.91985, -0.30637], [1.45170, -1.24698, 2.55620], [-1.15386, -1.17147, -2.52618], [0.80244, 1.21873, 1.45588], [0.88637, 0.84647, -1.64776], [3.00055, 0.81037, -0.75283], [3.17893, 0.52450, 1.02998], [2.80524, 2.11150, 0.29206], [-1.29180, 1.97402, -1.59667], [-0.30217, 2.89412, -0.17847], [-1.37287, 1.78413, 0.25516], [-0.53458, -1.01860, 4.09137], [-0.15135, -2.86991, 3.57819], [-0.97002, -1.62914, 2.50430], [-2.86596, 0.54323, -2.59231], [-3.25595, -0.64940, -1.46293], [-3.40891, -0.83585, -3.42232], [1.63490, -1.99779, -1.52921]],
  "forces_ev_per_a": [[0.8, 0.0, 0.9], [-1.9, -1.6, -1.1], [-1.3, -1.3, -0.7], [-1.8, -2.9, 0.5], [1.7, -2.2, 0.6], [1.6, 0.0, 0.3], [1.1, 1.7, 0.3], [0.3, 2.9, 0.3], [-0.8, -1.9, -1.0], [-1.4, -0.2, -0.9], [-0.1, -0.1, -0.3], [0.2, -0.5, -1.1], [-0.1, 0.0, 0.6], [-0.3, -0.5, 0.6], [1.1, 0.0, 0.4], [0.1, 1.2, 0.6], [1.0, 0.9, 1.5], [0.7, 1.7, -0.8], [0.3, -0.4, -1.2], [0.4, -0.5, -0.1], [-0.4, 3.0, -0.4], [-0.4, 0.1, -0.7], [0.3, 1.1, -0.2], [-0.7, -0.8, -0.5], [-0.1, -0.6, 1.1], [-0.3, 0.9, 1.3]],
  "nbo_charge": [-0.14, 0.03, -0.61, -0.68, -0.74, -0.74, -0.93, -1.01, 1.02, 0.39, 0.40, 0.21, 0.20, 0.21, 0.22, 0.21, 0.24, 0.24, 0.22, 0.22, 0.23, 0.24, 0.20, 0.24, 0.24, -0.12]
}